90
Properties=species:S:1:pos:R:3 method="wB97M-V/def2-TZVPD" lumo_ev=2.6 e_homo_ha=-0.1227 charge=-1 orbital_gap_ev=5.966 e_above_lowest_kj_mol=50.35
Pt 0.036 0.011 -0.732
C -2.289 1.470 1.607
C -3.061 1.100 0.343
C -4.221 2.073 0.142
P -1.934 0.881 -1.119
C -2.869 1.338 -2.662
C -1.971 1.767 -3.824
C -3.873 0.279 -3.108
C -1.148 2.795 -0.958
C -1.765 3.982 -1.338
C -1.166 5.235 -1.223
C 0.120 5.316 -0.719
C 0.777 4.164 -0.317
C 0.157 2.910 -0.399
N 0.827 1.748 -0.012
C 1.816 1.652 0.917
C 2.003 2.563 1.980
C 2.986 2.363 2.930
C 3.824 1.256 2.879
C 3.645 0.335 1.854
C 2.666 0.493 0.884
P 2.267 -0.688 -0.460
C 3.227 0.058 -1.873
C 2.626 -0.290 -3.233
C 4.736 -0.166 -1.862
C 2.885 -2.392 -0.094
C 4.312 -2.669 0.391
C 2.531 -3.248 -1.315
H -2.909 1.285 2.490
H -2.016 2.527 1.600
H -1.369 0.894 1.701
H -3.484 0.101 0.471
H -3.868 3.104 0.092
H -4.904 1.999 0.994
H -4.800 1.858 -0.757
H -3.450 2.210 -2.355
H -1.089 2.311 -3.488
H -2.525 2.418 -4.507
H -1.646 0.897 -4.397
H -3.376 -0.608 -3.499
H -4.507 0.690 -3.901
H -4.517 -0.043 -2.287
H -2.757 3.953 -1.777
H -1.693 6.127 -1.543
H 0.625 6.273 -0.648
H 1.795 4.231 0.046
H 1.346 3.418 2.061
H 3.091 3.082 3.735
H 4.597 1.109 3.622
H 4.290 -0.532 1.813
H 3.044 1.123 -1.691
H 2.793 -1.338 -3.490
H 3.088 0.325 -4.011
H 1.552 -0.109 -3.237
H 4.981 -1.200 -2.114
H 5.177 0.069 -0.891
H 5.214 0.475 -2.609
H 2.183 -2.697 0.686
H 5.073 -2.085 -0.122
H 4.544 -3.725 0.222
H 4.418 -2.489 1.460
H 3.282 -3.141 -2.103
H 1.548 -2.990 -1.715
H 2.494 -4.299 -1.022
C -0.512 -4.308 3.262
As -0.670 -2.815 2.022
C 0.184 -1.316 2.890
C -2.554 -2.411 1.972
O -0.005 -3.286 0.611
H -0.982 -4.104 4.225
H 0.547 -4.518 3.404
H -0.983 -5.171 2.794
H -0.441 -0.941 3.700
H 0.333 -0.535 2.143
H 1.156 -1.623 3.277
H -2.899 -2.104 2.959
H -3.090 -3.301 1.644
H -2.684 -1.629 1.224
N -1.975 -0.879 -1.163
C -1.620 -1.811 -2.117
C -0.927 -1.583 -3.330
C -0.608 -2.611 -4.200
C -0.989 -3.923 -3.942
C -1.723 -4.167 -2.786
C -2.040 -3.147 -1.913
H -0.620 -0.572 -3.571
H -0.038 -2.378 -5.094
H -0.727 -4.725 -4.620
H -2.052 -5.176 -2.559
H -2.617 -3.354 -1.019



94
Properties=species:S:1:pos:R:3 method="wB97M-V/def2-TZVPD" lumo_ev=2.3 e_homo_ha=-0.1273 charge=-1 orbital_gap_ev=5.722 e_above_lowest_kj_mol=330.80
C -1.371 -0.337 -5.626
C -0.930 -1.269 -4.545
H -1.120 -0.731 -6.613
H -0.889 0.638 -5.468
H -2.459 -0.172 -5.624
C -0.336 -2.459 -4.744
C 0.022 -3.011 -6.090
H -0.069 -3.079 -3.886
H 0.620 -2.291 -6.673
H -0.863 -3.266 -6.694
H 0.603 -3.940 -6.008
Cd 1.187 0.876 1.697
Cl 1.210 3.626 0.196
C 0.688 -2.107 2.238
O 1.651 -1.284 2.214
N 0.816 -3.324 2.762
C 2.099 -3.784 3.287
C -0.333 -4.212 2.898
H -0.306 -1.853 1.825
H 2.851 -3.015 3.093
H 2.377 -4.726 2.794
H 2.001 -3.960 4.366
H -1.223 -3.709 2.500
H -0.499 -4.457 3.955
H -0.169 -5.142 2.336
H 1.717 4.008 6.078
H -0.798 5.226 5.200
C 1.971 4.308 5.054
C -0.169 5.334 4.307
N 0.798 4.257 4.192
H 2.772 3.679 4.670
C 0.572 3.218 3.408
O 1.438 2.289 3.303
H -0.810 5.359 3.421
H -0.382 3.205 2.855
H 2.277 5.358 5.098
H 0.387 6.268 4.411
H 2.705 0.462 -3.374
H 2.716 -2.294 -3.514
C 3.611 0.276 -2.778
C 3.579 -2.199 -2.835
N 3.466 -0.976 -2.044
H 3.771 1.102 -2.070
C 3.650 -1.040 -0.680
O 3.998 -0.117 0.050
H 3.596 -3.059 -2.154
H 3.435 -2.065 -0.296
H 4.456 0.183 -3.476
H 4.498 -2.185 -3.450
O -0.349 0.441 -3.085
C -1.103 -0.662 -3.146
C 0.378 -2.054 -1.581
C -0.906 -1.681 -1.986
H 1.208 -1.422 -1.892
C 0.574 -3.208 -0.818
H -2.195 -0.426 -3.093
C -2.011 -2.340 -1.448
H 1.588 -3.523 -0.562
C -0.533 -3.954 -0.415
C -1.824 -3.477 -0.654
H -3.013 -1.986 -1.689
H -0.386 -4.906 0.092
H -2.690 -3.999 -0.242
Si 0.044 3.027 -1.743
Cl 1.071 0.700 -0.623
C 1.409 3.961 -2.685
C -1.380 3.897 -0.746
C -1.033 2.779 -3.310
H 2.411 3.563 -2.486
H 1.375 5.019 -2.379
H 1.219 3.916 -3.766
H -0.419 2.509 -4.183
H -1.451 3.785 -3.490
H -1.876 2.094 -3.163
H -1.616 3.356 0.182
H -2.273 3.952 -1.382
H -1.060 4.924 -0.504
C -3.023 -0.134 5.383
C -1.620 0.032 5.335
C -0.985 0.230 4.120
C -1.711 0.256 2.898
C -1.104 0.442 1.642
C -1.866 0.441 0.506
C -3.280 0.234 0.544
C -3.905 0.063 1.757
C -3.155 0.073 2.958
C -3.774 -0.112 4.215
H -3.520 -0.282 6.342
H -1.034 0.006 6.257
H 0.099 0.381 4.093
H -1.415 0.597 -0.476
H -3.831 0.217 -0.400
H -4.987 -0.100 1.826
H -4.860 -0.238 4.231



118
Properties=species:S:1:pos:R:3 method="wB97M-V/def2-TZVPD" lumo_ev=1.1 e_homo_ha=-0.1721 charge=-1 orbital_gap_ev=5.787
C 7.751 -0.717 2.189
C 7.536 -1.304 0.801
O 8.769 -1.452 0.093
C 8.833 -0.740 -1.128
C 8.994 0.773 -0.917
C 7.995 1.624 -1.695
C 8.343 3.111 -1.619
C 8.257 3.692 -0.202
C 6.853 3.958 0.369
N 6.061 4.824 -0.510
C 5.239 4.190 -1.533
C 3.743 4.257 -1.199
C 2.940 3.106 -1.828
C 1.912 2.494 -0.857
C 0.530 3.044 -1.061
F 0.082 2.946 -2.336
F 0.532 4.377 -0.771
C -0.619 2.515 -0.143
F -1.759 3.128 -0.470
F -0.324 2.826 1.122
S -0.969 0.640 -0.151
F -0.184 0.414 -1.514
F -2.318 0.811 -0.989
F -1.810 0.791 1.193
F 0.354 0.386 0.679
F -1.257 -0.915 -0.102
C 6.064 2.692 0.829
O 6.722 1.649 0.972
O 4.836 2.887 1.050
P 7.170 4.898 2.004
O 7.038 3.684 3.113
O 5.710 5.559 2.222
H 7.942 -1.498 2.931
H 6.891 -0.122 2.497
H 8.600 -0.035 2.172
H 6.846 -0.667 0.240
H 7.086 -2.303 0.870
H 9.701 -1.160 -1.644
H 7.938 -0.940 -1.735
H 10.010 1.084 -1.188
H 8.869 0.947 0.153
H 8.019 1.305 -2.749
H 6.987 1.432 -1.327
H 7.736 3.700 -2.313
H 9.380 3.215 -1.967
H 8.780 4.661 -0.201
H 8.815 3.043 0.480
H 6.656 5.536 -0.910
H 5.401 4.713 -2.485
H 5.541 3.149 -1.705
H 3.354 5.216 -1.562
H 3.637 4.257 -0.120
H 2.445 3.441 -2.742
H 3.631 2.305 -2.097
H 1.904 1.410 -0.937
H 2.202 2.724 0.172
H 7.858 3.176 3.183
H 5.025 4.894 2.007
C -5.120 -0.687 -2.019
C -4.999 0.473 -2.979
O -5.409 -0.125 -4.222
C -6.186 -1.190 -3.945
O -6.824 -1.805 -4.741
O -6.147 -1.483 -2.623
H -5.417 -0.374 -1.023
H -4.206 -1.281 -1.958
H -5.681 1.283 -2.733
H -3.986 0.858 -3.047
C -9.239 0.164 -1.190
C -9.892 1.327 -0.472
O -8.752 2.060 0.009
C -7.687 1.749 -0.760
O -6.628 2.292 -0.715
O -7.979 0.718 -1.581
H -9.779 -0.180 -2.064
H -9.046 -0.686 -0.533
H -10.456 1.969 -1.149
H -10.525 1.032 0.359
C -8.534 -3.760 -2.217
C -9.458 -4.887 -1.808
O -10.530 -4.173 -1.163
C -10.543 -2.909 -1.640
O -11.401 -2.111 -1.410
O -9.450 -2.664 -2.380
H -7.997 -3.934 -3.144
H -7.825 -3.507 -1.434
H -9.867 -5.433 -2.659
H -8.996 -5.582 -1.114
C 12.494 -0.757 3.197
C 13.147 0.393 3.944
O 12.213 1.452 3.745
C 10.992 0.909 3.478
O 9.979 1.517 3.413
O 11.111 -0.427 3.291
H 12.670 -1.730 3.646
H 12.777 -0.784 2.143
H 13.232 0.195 5.015
H 14.118 0.680 3.549
C -5.633 -1.728 1.699
C -6.987 -2.076 2.292
O -7.441 -3.116 1.413
C -6.356 -3.686 0.829
O -6.394 -4.689 0.189
O -5.250 -2.963 1.080
H -4.887 -1.436 2.431
H -5.707 -0.960 0.930
H -6.908 -2.486 3.300
H -7.695 -1.252 2.288
C -10.919 -6.365 1.113
C -11.664 -6.010 2.386
O -12.564 -7.114 2.526
C -12.050 -8.177 1.862
O -12.475 -9.284 1.925
O -10.986 -7.797 1.118
H -9.882 -6.041 1.112
H -11.424 -5.989 0.225
H -11.009 -5.982 3.259
H -12.223 -5.081 2.321



96
Properties=species:S:1:pos:R:3 method="wB97M-V/def2-TZVPD" lumo_ev=-1.1 e_homo_ha=-0.3356 charge=0 orbital_gap_ev=8.070
C 6.181 -3.166 0.633
C 6.003 -1.917 -0.257
O 6.294 -0.768 0.567
C 4.533 -1.725 -0.717
N 4.083 -2.794 -1.609
C 2.804 -2.514 -2.309
C 1.910 -1.483 -1.622
O 0.610 -1.405 -2.274
C 0.171 -0.099 -2.139
C -0.418 0.280 -0.934
C -0.603 -0.719 0.211
C -1.971 -0.514 0.879
O -2.033 -0.140 2.035
C -3.280 -0.762 0.145
C -4.053 0.354 -0.194
C -5.252 0.136 -0.833
C -5.681 -1.186 -1.150
C -4.901 -2.266 -0.801
C -3.687 -2.050 -0.151
C -0.841 1.599 -0.737
C -0.667 2.554 -1.737
C -1.068 4.027 -1.556
C 0.259 4.861 -1.573
C 0.271 6.083 -0.628
N -0.596 6.236 0.511
O 1.089 6.946 -0.849
C -0.106 2.117 -2.925
C 0.338 0.798 -3.182
C 0.956 0.623 -4.552
O 1.601 -0.269 -5.015
N 0.619 1.889 -5.228
F -0.650 1.565 -5.801
C 0.183 2.864 -4.214
O 0.107 4.023 -4.505
H 5.839 -2.891 1.644
H 5.632 -4.028 0.235
H 7.259 -3.362 0.730
H 6.682 -1.860 -1.116
H 5.646 -0.791 1.281
H 3.941 -1.653 0.211
H 4.534 -0.754 -1.254
H 4.762 -2.914 -2.354
H 2.961 -2.244 -3.368
H 2.237 -3.463 -2.323
H 2.348 -0.474 -1.699
H 1.786 -1.688 -0.546
H -0.486 -1.734 -0.197
H 0.148 -0.580 1.000
H -3.726 1.369 0.026
H -5.916 0.954 -1.112
H -6.636 -1.355 -1.644
H -5.215 -3.284 -1.031
H -3.014 -2.858 0.136
H -1.295 1.859 0.220
H -1.525 4.068 -0.557
H -1.763 4.341 -2.343
H 1.085 4.207 -1.245
H 0.516 5.204 -2.578
H -1.528 5.906 0.290
H -0.209 5.768 1.324
C -4.786 -0.854 5.708
C -3.708 -1.928 5.760
C -2.465 -1.427 6.479
O -3.368 -2.327 4.435
H -4.430 0.024 5.161
H -5.668 -1.223 5.183
H -5.082 -0.542 6.711
H -4.096 -2.812 6.269
H -2.036 -0.568 5.955
H -1.698 -2.203 6.500
H -2.692 -1.132 7.505
H -3.023 -1.554 3.972
C -7.503 -1.985 2.347
C -7.748 -0.506 2.095
C -8.489 0.137 3.258
O -8.501 -0.337 0.893
H -8.451 -2.521 2.457
H -6.978 -2.434 1.502
H -6.908 -2.141 3.248
H -6.791 -0.003 1.944
H -9.469 -0.328 3.397
H -8.664 1.196 3.061
H -7.924 0.043 4.187
H -9.347 -0.781 1.013
C 9.774 0.648 -3.779
C 8.903 0.415 -2.554
C 9.619 0.826 -1.278
O 8.542 -0.965 -2.477
H 10.690 0.053 -3.721
H 9.250 0.341 -4.685
H 10.048 1.700 -3.874
H 7.975 0.981 -2.651
H 10.530 0.236 -1.139
H 8.984 0.644 -0.409
H 9.889 1.883 -1.298
H 9.352 -1.480 -2.390



93
Properties=species:S:1:pos:R:3 method="wB97M-V/def2-TZVPD" lumo_ev="-0.4 / -0.4" e_homo_ha="-0.2990 / -0.3377" multiplicity=3 charge=0 orbital_gap_ev="7.752 / 8.803"
C 2.853 -2.515 5.348
C 1.400 -2.918 5.515
O 0.529 -1.785 5.528
C 0.899 -3.856 4.439
O 1.459 -3.491 3.160
C 1.944 -4.385 2.309
C 2.836 -4.132 1.348
C 3.552 -2.898 0.920
C 3.699 -1.849 2.012
O 4.477 -2.012 2.921
C 2.897 -0.593 1.871
C 3.505 0.488 1.241
C 2.808 1.672 1.060
C 1.497 1.785 1.505
C 0.897 0.707 2.141
C 1.586 -0.481 2.325
C 3.032 -5.386 0.604
O 3.763 -5.628 -0.300
O 2.160 -6.352 1.120
C 1.472 -5.814 2.168
O 0.625 -6.401 2.764
H 3.493 -3.377 5.154
H 2.973 -1.839 4.498
H 3.217 -2.015 6.246
H 1.292 -3.454 6.465
H 1.044 -1.000 5.737
H 1.132 -4.885 4.686
H -0.182 -3.744 4.360
H 3.050 -2.468 0.048
H 4.559 -3.194 0.614
H 4.527 0.415 0.889
H 3.285 2.511 0.569
H 0.929 2.694 1.354
H -0.126 0.774 2.490
H 1.097 -1.312 2.817
C 0.932 -4.484 -3.645
C 0.232 -3.593 -2.599
C -1.271 -3.494 -2.872
C -1.618 -2.619 -4.076
C -0.975 -1.238 -3.951
C 0.538 -1.295 -3.727
N 0.808 -2.209 -2.572
O 0.697 -1.632 -1.434
C 1.260 -1.753 -5.001
C 1.073 0.084 -3.363
C 0.472 -4.198 -1.226
H 0.416 -4.503 -4.603
H 1.959 -4.161 -3.813
H 0.972 -5.510 -3.282
H -1.760 -3.079 -1.985
H -1.660 -4.506 -3.006
H -1.310 -3.103 -5.006
H -2.702 -2.508 -4.136
H -1.166 -0.643 -4.848
H -1.434 -0.705 -3.112
H 2.320 -1.920 -4.802
H 1.178 -0.966 -5.751
H 0.849 -2.657 -5.439
H 0.545 0.514 -2.516
H 0.948 0.744 -4.222
H 2.133 0.036 -3.114
H 1.537 -4.191 -1.003
H 0.119 -5.230 -1.215
H -0.048 -3.648 -0.443
C -3.056 5.549 -2.064
C -2.808 4.403 -1.063
C -4.121 3.923 -0.438
C -4.714 4.901 0.574
C -3.687 5.273 1.642
C -2.376 5.803 1.059
N -1.881 4.821 0.040
O -1.245 3.840 0.558
C -2.569 7.203 0.461
C -1.320 5.911 2.151
C -2.143 3.255 -1.813
H -3.951 6.127 -1.841
H -2.207 6.231 -2.101
H -3.185 5.137 -3.065
H -3.939 2.966 0.061
H -4.830 3.731 -1.246
H -5.085 5.798 0.071
H -5.581 4.441 1.051
H -4.093 6.029 2.318
H -3.469 4.388 2.248
H -1.670 7.522 -0.066
H -2.751 7.907 1.273
H -3.410 7.277 -0.220
H -1.190 4.974 2.685
H -1.632 6.675 2.864
H -0.356 6.203 1.733
H -1.175 3.560 -2.212
H -2.787 2.969 -2.645
H -1.992 2.386 -1.178